1 | 13
Properties=species:S:1:pos:R:3:mulliken_charge:R:1 method="wB97M-V/def2-TZVPD" smiles="CC=O.CS" total_charge=0 molar_mass_g_mol=92.16 orbital_gap_ev=10.001 e_homo_ev=-9.325
S -1.49 -0.69 -1.90 -0.235
O 1.19 1.86 3.07 -0.461
C 1.25 0.38 1.24 -0.614
C -0.04 -1.81 -1.85 -0.817
C 0.61 1.43 2.09 0.014
H 0.25 -2.11 -0.87 0.254
H -1.05 0.33 -2.84 0.139
H 0.85 0.65 0.22 0.173
H 0.88 -1.52 -2.36 0.309
H 0.90 -0.57 1.72 0.208
H 2.31 0.30 1.09 0.326
H -0.26 -2.70 -2.47 0.342
H -0.44 1.71 1.91 0.361

=====

2 | 13
Properties=species:S:1:pos:R:3:mulliken_charge:R:1 method="wB97M-V/def2-TZVPD" total_charge=0 molar_mass_g_mol=92.16 orbital_gap_ev="8.306 / 8.302" e_homo_ev="-7.833 / -7.830"
S 0.50 -1.79 -1.35 -0.195
O 1.74 0.76 0.08 -0.532
C -1.30 -0.40 1.25 -0.854
C 0.53 1.04 -0.62 -0.564
C -0.20 -0.30 -0.93 -0.136
H -0.01 1.73 -0.10 0.323
H -2.08 0.31 1.19 0.302
H -1.03 0.03 -1.53 0.314
H 1.41 0.37 0.88 0.343
H -0.54 0.07 1.92 0.240
H 0.78 1.47 -1.54 0.358
H 1.76 -1.81 -0.74 0.153
H -1.57 -1.48 1.47 0.248

=====

3 | 13
Properties=species:S:1:pos:R:3:mulliken_charge:R:1 method="wB97M-V/def2-TZVPD" smiles="C=CO.CS" total_charge=0 molar_mass_g_mol=92.16 orbital_gap_ev=10.016 e_homo_ev=-9.302
S -1.74 0.32 1.03 -0.218
O 1.38 -0.49 1.48 -0.466
C 1.83 0.48 0.60 -0.072
C 2.21 0.23 -0.63 -0.613
C -1.94 -0.26 -0.68 -0.727
H 0.56 -0.83 1.12 0.282
H 2.16 -0.77 -1.04 0.277
H -1.07 0.06 -1.25 0.239
H 2.54 1.04 -1.27 0.251
H -2.00 -1.34 -0.71 0.286
H 1.83 1.48 1.03 0.326
H -2.94 -0.11 1.45 0.111
H -2.81 0.20 -1.13 0.324

=====

Which one is the least stable? From the structures above, 2.